1.
DFT (the ωB97M-V functional and the def2-TZVPD basis) results for a structure of composition CH3IOS2.

## Properties
Frontier orbital gap (spin up / spin down) in eV: 7.105 / 7.077
LUMO level (spin up / spin down) in Eh: -0.095 / -0.096

Element x y z (Å)
I 2.35359 0.54800 0.56207
S -0.41311 1.08124 -0.94414
S 0.74166 1.24390 -3.53411
O -1.79193 0.63018 -1.02903
C 0.70078 -0.35890 -0.33971
H 0.91094 -1.00438 -1.27960
H -0.25952 1.44598 0.39128
H -0.05510 -1.09768 0.16963

Atomic forces in eV per Å
-0.01 -0.44 0.07
1.50 -1.18 1.97
-0.07 0.06 0.26
-0.89 -0.31 -0.64
-2.54 -2.18 -2.55
0.43 1.44 1.39
-0.08 0.82 -0.64
1.66 1.79 0.15

Let us look at the Mulliken charges, expressed in e, one per atom: 0.19, 0.36, -0.07, -0.54, -0.85, 0.37, 0.16, 0.38

=====

2.
DFT (the ωB97M-V functional and the def2-TZVPD basis) results for an isolated molecule of CH3IOS2.

## Properties
Frontier orbital gap in eV: 8.097
LUMO level in Eh: -0.044

Element x y z (Å)
I -2.79594 0.56900 -0.43538
S -0.01155 -1.20800 -0.69495
S -1.33671 -0.96576 0.82927
O -0.58502 -0.01683 1.83709
C 1.06744 0.20160 -0.48199
H 2.14816 -0.00943 -0.44768
H 0.79884 1.03627 -1.12462
H 0.71476 0.39316 0.51825

Atomic forces in eV per Å
-0.49 0.12 0.19
1.17 -1.50 -1.52
1.90 3.45 2.70
-2.28 -2.75 -2.09
-0.27 0.08 0.32
-0.67 -0.28 -0.24
0.09 -0.15 -0.15
0.54 1.03 0.80

Let us look at the Mulliken charges, expressed in e, one per atom: 0.05, -0.04, 0.30, -0.56, -0.63, 0.32, 0.29, 0.27

=====

3.
DFT (the ωB97M-V functional and the def2-TZVPD basis) results for a structure of composition CH3IS3.

## Properties
Frontier orbital gap (spin up / spin down) in eV: 5.035 / 5.033
LUMO level (spin up / spin down) in Eh: -0.112 / -0.112

Element x y z (Å)
I 3.91237 0.47070 -0.59954
S 1.45490 -2.88476 -0.59533
S 3.90596 -0.43254 1.55636
S 1.31465 -1.13114 -1.34683
C 0.57298 -0.12811 -0.04381
H 0.69919 -0.54193 0.86048
H -0.58768 -0.06739 -0.20870
H 1.04454 0.92662 -0.11150

Atomic forces in eV per Å
-0.35 -0.66 0.50
0.24 0.33 0.11
-0.19 0.06 -0.82
0.37 0.26 0.42
-2.20 3.40 -3.64
0.94 -1.57 3.26
2.17 -0.06 0.00
-0.99 -1.76 0.16

Let us look at the Mulliken charges, expressed in e, one per atom: 0.19, -0.12, -0.39, 0.16, -0.80, 0.38, 0.31, 0.27

=====

4.
DFT (the ωB97M-V functional and the def2-TZVPD basis) results for a structure of composition CH3InMgO2.

## Properties
Frontier orbital gap in eV: 8.230
LUMO level in Eh: -0.029

Element x y z (Å)
In -0.85489 0.96720 -2.19523
Mg -1.19288 -0.70220 0.56726
O -0.17799 0.70633 -0.48005
O 0.70370 -0.75358 1.02078
C 1.02089 0.24256 0.11984
H 1.73130 -0.11237 -0.66006
H 1.48803 1.11928 0.61979
H -2.71816 -1.46721 1.00769

Atomic forces in eV per Å
-1.64 0.98 -4.67
0.29 -0.71 1.27
0.29 -0.36 3.17
-0.46 0.60 -0.95
1.69 -0.71 1.67
-0.34 0.09 0.06
-0.17 -0.27 -0.18
0.34 0.37 -0.38

Let us look at the Mulliken charges, expressed in e, one per atom: 0.40, 0.66, -0.55, -0.83, 0.14, 0.23, 0.20, -0.24

=====

5.
DFT (the ωB97M-V functional and the def2-TZVPD basis) results for a structure of composition CH3InNO2.

## Properties
Total charge: +3
Frontier orbital gap in eV: 4.043
LUMO level in Eh: -0.817

Element x y z (Å)
In 21.47913 13.09125 18.46306
O 18.96394 12.05671 19.99674
O 18.39786 10.27976 20.67429
N 18.00511 11.22690 20.07642
C 16.62007 11.39128 19.68687
H 16.59589 11.99238 18.74712
H 16.08380 11.92749 20.50055
H 16.17547 10.37820 19.54346

Atomic forces in eV per Å
0.36 0.34 -0.20
0.36 -1.01 0.31
1.01 0.20 0.27
-1.73 0.29 0.02
-0.49 0.16 -0.71
0.01 -0.17 0.20
0.28 0.00 0.10
0.20 0.18 0.02

Let us look at the Mulliken charges, expressed in e, one per atom: 1.64, -0.14, 0.04, 0.77, -0.37, 0.33, 0.38, 0.35

=====

6.
DFT (the ωB97M-V functional and the def2-TZVPD basis) results for the ion CH3N2O with charge +1.

## Properties
Total charge: +1
SMILES: [NH2+]=C=[NH+][O-]
Frontier orbital gap (spin up / spin down) in eV: 8.631 / 8.994
LUMO level (spin up / spin down) in Eh: -0.261 / -0.257

Element x y z (Å)
O -1.78592 -0.43988 -0.12823
N 1.16990 -0.33933 0.01677
N -1.08246 0.56306 -0.05652
C 0.14211 0.36107 0.22028
H 1.28325 -0.88279 -0.84682
H 1.80653 -0.68950 0.89790
H -1.53341 1.42737 -0.10339

Atomic forces in eV per Å
-1.29 -1.32 0.11
0.98 -1.25 2.31
0.30 -1.38 -1.09
2.27 -0.27 1.52
0.20 0.25 -0.08
-1.76 1.41 -2.72
-0.69 2.56 -0.06

Let us look at the Mulliken charges, expressed in e, one per atom: -0.34, -0.25, 0.26, 0.35, 0.31, 0.39, 0.29

=====

7.
DFT (the ωB97M-V functional and the def2-TZVPD basis) results for the ion CH3N2O2 with charge -1.

## Properties
Total charge: -1
SMILES: CN=[N+]([O-])[O-]
Frontier orbital gap in eV: 8.021
LUMO level in Eh: 0.172

Element x y z (Å)
O 0.32780 -0.13135 -1.65029
O 2.30797 -0.34968 -0.73344
N 1.11700 -0.13457 -0.66100
N 0.64926 0.06784 0.58624
C -0.81719 0.16803 0.58962
H -1.30745 0.62702 -0.27393
H -1.15866 -0.92142 0.52362
H -1.11874 0.67413 1.61918

Atomic forces in eV per Å
0.56 -0.14 -0.31
2.14 -0.31 -1.16
-2.84 0.48 2.93
-0.34 0.54 -1.64
0.08 -1.05 1.59
0.30 0.48 0.20
-0.30 1.17 0.50
0.41 -1.16 -2.11

Let us look at the Mulliken charges, expressed in e, one per atom: -0.72, -0.76, 1.08, -0.65, -0.58, 0.25, 0.17, 0.22

=====

8.
DFT (the ωB97M-V functional and the def2-TZVPD basis) results for a cluster of 2 separate species, CH3N2O2 in total.

## Properties
Total charge: +1
2S+1: 3
Frontier orbital gap (spin up / spin down) in eV: 6.170 / 8.215
LUMO level (spin up / spin down) in Eh: -0.191 / -0.374

Element x y z (Å)
O -0.29777 -0.63802 0.57404
O -3.34977 -0.28509 0.51885
N 1.60194 -0.22090 -0.51187
N -3.20652 0.66823 -0.00016
C 0.57476 0.14295 0.23970
H 0.49273 1.26067 0.52742
H 1.65507 -1.23307 -0.69645
H 2.52956 0.30523 -0.65153

Atomic forces in eV per Å
-1.75 -1.03 0.81
-0.86 -5.31 2.89
1.20 -0.34 0.28
0.89 5.31 -2.87
2.87 2.86 -1.36
-0.23 -1.48 -0.06
0.16 0.60 -0.13
-2.28 -0.60 0.45

Let us look at the Mulliken charges, expressed in e, one per atom: -0.06, -0.13, -0.30, 0.14, 0.38, 0.35, 0.30, 0.32

=====

9.
DFT (the ωB97M-V functional and the def2-TZVPD basis) results for the ion CH3N2O2S with charge -1.

## Properties
Total charge: -1
2S+1: 3
Frontier orbital gap (spin up / spin down) in eV: 5.651 / 7.689
LUMO level (spin up / spin down) in Eh: 0.156 / 0.119

Element x y z (Å)
S -2.24086 -0.14775 -0.15537
O -2.89201 -1.32879 0.47382
O -2.62941 1.15639 0.40683
N -0.35966 -0.44310 0.41508
N 0.28248 0.11612 -0.46488
C 1.74932 0.12261 -0.19027
H 1.92346 1.00396 0.46360
H 2.25869 0.44018 -1.09007
H 1.90799 -0.91961 0.14126

Atomic forces in eV per Å
-1.12 -1.03 0.97
0.31 1.24 -0.44
0.14 -0.59 -0.08
-2.37 -0.88 1.42
3.34 1.21 -1.94
-1.90 0.93 -0.39
0.34 -1.05 0.68
0.23 -0.61 -0.49
1.04 0.77 0.25

These are the Mulliken partial charges, in e, on atoms 1 to 8: 0.48, -0.55, -0.53, -0.35, -0.07, -0.70, 0.19, 0.22

=====

10.
DFT (the ωB97M-V functional and the def2-TZVPD basis) results for a cluster of 2 separate species, CH3N2O3S in total.

## Properties
Total charge: -1
Frontier orbital gap (spin up / spin down) in eV: 7.116 / 7.113
LUMO level (spin up / spin down) in Eh: 0.116 / 0.116

Element x y z (Å)
S -1.78587 0.73742 0.43583
O -0.01904 1.45109 -1.97670
O -0.71842 -1.27154 1.00768
O 0.62201 3.30522 -0.86656
N 0.13099 -1.55212 0.01328
N -0.54461 1.73095 0.26635
C 0.09910 2.21847 -1.04871
H 0.75321 -0.76320 -0.18128
H -0.27361 2.31121 1.05876
H -0.37153 -1.79564 -0.84364

Atomic forces in eV per Å
1.04 -1.86 0.67
-0.15 -0.66 -0.96
-1.46 2.08 -0.17
0.51 0.96 0.11
0.56 -0.28 -0.55
-0.07 0.14 0.21
-0.26 -0.42 0.80
-0.16 -0.04 -0.02
-0.12 -0.17 -0.24
0.10 0.24 0.15

These are the Mulliken partial charges, in e, on atoms 1 to 8: 0.01, -0.63, -0.47, -0.69, -0.35, -0.22, 0.59, 0.26

=====

11.
DFT (the ωB97M-V functional and the def2-TZVPD basis) results for a cluster of 2 separate species, CH3N2OP in total.

## Properties
Frontier orbital gap in eV: 7.998
LUMO level in Eh: -0.034

Element x y z (Å)
P -2.51937 0.08390 0.06132
O -2.37862 1.54122 0.23992
N 0.33108 -1.38432 0.37795
N 1.24328 -0.79758 0.01452
C 2.01141 0.11127 -0.45369
H -3.21289 -0.21198 1.30047
H 1.53331 0.71340 -1.16593
H 2.99180 -0.05592 -0.37458

Atomic forces in eV per Å
-0.27 -0.01 0.43
0.33 0.54 -0.39
1.54 0.21 -0.32
-2.86 -0.66 0.91
-2.04 -0.22 -0.06
-0.03 -0.55 -0.04
-0.28 0.95 -0.79
3.62 -0.26 0.27

Let us look at the Mulliken charges, expressed in e, one per atom: 0.36, -0.40, -0.55, 0.42, -0.38, 0.04, 0.23, 0.28

=====

12.
DFT (the ωB97M-V functional and the def2-TZVPD basis) results for the ion CH3N2OS with charge +1.

## Properties
Total charge: +1
Frontier orbital gap (spin up / spin down) in eV: 6.753 / 5.544
LUMO level (spin up / spin down) in Eh: -0.297 / -0.327

Element x y z (Å)
S -3.02552 0.65062 -0.58256
O -1.55203 0.52556 -0.76679
N -0.54064 -0.02782 0.39038
N 1.50918 0.02455 -0.77354
C 0.79027 -0.23528 0.21533
H -0.84732 -0.42330 1.28467
H 2.49707 -0.13329 -1.02747
H 1.16900 -0.38104 1.25998

Atomic forces in eV per Å
-1.20 0.02 0.36
2.66 -0.97 0.80
-0.68 0.57 0.52
-0.90 -0.90 -0.59
2.67 1.44 -1.43
-1.44 0.13 -0.48
-0.81 0.27 1.14
-0.30 -0.57 -0.31

Let us look at the Mulliken charges, expressed in e, one per atom: 0.51, -0.09, -0.08, -0.39, 0.14, 0.33, 0.30, 0.29

=====

In eV, the energy values for the records above are, in order, -32899.3129; -32903.0953; -41689.6599; -15798.3655; -11797.0034; -6100.5667; -8158.2703; -8148.2055; -18993.5728; -21042.5242; -15398.7542; -16934.2896.
In eV/A, the max |F| values for the records above are, in order, 4.2; 4.8; 5.4; 5.0; 1.8; 3.5; 4.1; 6.1; 4.0; 2.6; 3.6; 3.4.
In kJ/mol, the ΔE to the lowest compared entry with this formula, charge and spin values for the records above are, in order, 434.8; 69.9; 239.5; 0.0; 62.1; 406.8; 313.3; 0.0; 0.0; 245.0; 337.2; 419.5.